Entry 1:
75
Properties=species:S:1:pos:R:3 method="wB97M-V/def2-TZVPD" total_energy_ha=-2245.1604 smiles="C[Si](C)(C)O[Si](C)(C)C.C[Si](C)(C)O[Si](C)(C)C.NCCCCOC(N)=O" total_charge=0 gap_ev=9.39
C 0.34015 -1.82964 -2.48342
Si 1.57206 -2.96752 -1.62914
C 0.81272 -4.68513 -1.48988
C 3.09256 -3.09648 -2.72390
O 1.93655 -2.37389 -0.09720
Si 1.10602 -2.01501 1.32251
C 2.24355 -1.35742 2.66387
C 0.26231 -3.56150 1.98582
C -0.20939 -0.71002 0.98968
H -0.62335 -1.84530 -1.96741
H 0.17707 -2.14357 -3.51936
H 0.71202 -0.80037 -2.48821
H 1.46719 -5.34442 -0.91125
H 0.66696 -5.12396 -2.47989
H -0.15810 -4.63823 -0.98954
H 3.83211 -3.77301 -2.28935
H 3.55555 -2.11745 -2.86803
H 2.81284 -3.48764 -3.70940
H 3.01126 -2.08934 2.92210
H 1.66531 -1.13779 3.56974
H 2.73278 -0.43421 2.34334
H -0.51321 -3.90439 1.30009
H -0.20572 -3.35685 2.95503
H 0.99028 -4.36741 2.11824
H -0.98259 -1.10152 0.32335
H 0.23823 0.17110 0.51948
H -0.68839 -0.39860 1.92156
C -4.08697 3.14244 8.14509
Si -3.38441 3.83376 6.54176
C -4.80312 4.13732 5.34124
C -2.59113 5.49170 6.92776
O -2.29065 2.74212 5.87535
Si -2.30895 1.15342 5.31871
C -0.62650 0.59994 4.69526
C -3.53702 0.97921 3.90274
C -2.82303 -0.01152 6.70532
H -4.69685 2.25650 7.95010
H -4.71614 3.88611 8.64452
H -3.27751 2.86083 8.82567
H -4.41598 4.44856 4.36601
H -5.46548 4.92095 5.71693
H -5.39286 3.22730 5.20305
H -2.19193 5.95534 6.02269
H -1.77966 5.37879 7.65054
H -3.33564 6.17251 7.35748
H -0.29054 1.22313 3.86428
H -0.68157 -0.43692 4.34156
H 0.11995 0.64575 5.49220
H -4.55599 1.15424 4.24960
H -3.49029 -0.02914 3.47688
H -3.31133 1.69864 3.11000
H -3.85795 0.17552 7.00374
H -2.18032 0.12981 7.57982
H -2.74421 -1.05311 6.38327
N 0.66441 2.18835 -7.39035
C 0.60275 0.83378 -8.06070
C 1.09226 -0.42598 -7.13055
C 2.44045 -0.15024 -6.23948
C 3.64695 -1.24044 -6.44378
O 3.88159 -1.66085 -7.83390
C 4.18858 -0.44972 -8.64917
N 5.26367 0.57797 -8.26476
O 3.42876 -0.30460 -9.76584
H 0.83765 2.13076 -6.36301
H 1.30889 2.85533 -7.87346
H -0.54998 0.63731 -8.29949
H 1.13440 0.80185 -9.12834
H 0.20823 -0.72244 -6.40149
H 1.22579 -1.35754 -7.86449
H 2.85723 0.95013 -6.39010
H 2.11100 -0.21894 -5.09686
H 4.63592 -0.73700 -6.06307
H 3.43525 -2.15269 -5.72403
H 5.69514 0.84890 -9.17835
H 4.76037 1.40244 -7.81919


Entry 2:
83
Properties=species:S:1:pos:R:3 method="wB97M-V/def2-TZVPD" total_energy_ha=-1859.5411 total_charge=-1 gap_ev=4.92
C -1.30858 -1.27421 0.47430
C 0.16633 -1.56916 -0.00450
C 0.27791 -1.24063 -1.55309
C 0.50495 0.15206 -1.94360
C 1.46130 0.91385 -1.15961
C 1.16906 0.78086 0.36657
N 1.07389 -0.64274 0.78641
O 1.34908 -0.89002 2.16435
C -0.07418 1.59250 0.86181
C 2.32769 1.60898 0.92943
C 0.53468 -3.13274 0.05806
H -1.73770 -0.54091 -0.20851
H -1.38515 -0.80204 1.45374
H -1.87058 -2.20582 0.40845
H -0.61306 -1.58395 -2.07883
H 1.11132 -1.78315 -1.99939
H -0.49636 0.58104 -1.90565
H 0.92812 0.18831 -2.94746
H 1.19878 1.87450 -1.60272
H 2.43970 0.61028 -1.53199
H 0.01565 2.66746 0.70525
H -0.26356 1.51862 1.93270
H -1.04177 1.32767 0.43550
H 3.25254 1.03588 0.99493
H 2.03874 1.87466 1.94631
H 2.46240 2.57084 0.43467
H 0.22167 -3.37892 1.07271
H 1.62357 -3.17462 0.03222
H -0.02397 -3.76420 -0.63279
O -0.16294 -1.43577 -5.51807
H 0.25419 -1.46690 -4.65709
H -0.87141 -2.07722 -5.46482
O -1.85668 1.20353 3.98803
H -1.85063 2.10414 3.66382
H -1.83736 0.66383 3.19773
O -0.91355 -3.12954 3.37098
H -0.55432 -2.48967 2.75636
H -1.51347 -3.65765 2.84427
O 1.08738 -0.80085 5.19697
H 1.00317 -0.96307 4.25739
H 1.27077 -1.66152 5.57361
O 3.42184 5.18226 -0.01103
H 2.64766 5.44964 0.48433
H 3.07833 4.89731 -0.85781
O -0.60210 4.40177 -1.93497
H -0.97664 5.14616 -2.40596
H -0.95732 4.47495 -1.04913
O -4.89444 -1.05389 -1.86441
H -4.05288 -1.02488 -1.40925
H -4.67714 -0.88685 -2.78152
O 2.34366 4.46054 -2.31479
H 1.41714 4.69155 -2.24826
H 2.35317 3.65168 -2.82654
O 3.52209 -1.80482 -0.41000
H 3.03299 -1.07122 -0.78261
H 3.03607 -2.04067 0.38017
O -1.94613 2.38027 -3.45314
H -1.95133 2.78655 -4.31982
H -1.17472 2.74679 -3.02091
O -4.43055 -2.25730 2.65109
H -4.83895 -2.81010 3.31732
H -3.71318 -2.78840 2.30536
O 3.68752 -3.42288 -3.01619
H 3.31285 -2.95644 -2.26902
H 3.31784 -4.30396 -2.95897
O -2.64686 -4.65593 1.97925
H -2.66144 -5.53624 2.35485
H -2.69193 -4.79767 1.03368
O 1.51396 1.66335 4.29102
H 1.38149 0.73016 4.45787
H 1.26558 1.78084 3.37412
O 3.98879 -1.76460 2.37854
H 4.26879 -0.93040 2.00176
H 3.03825 -1.68491 2.45826
O -3.29607 2.01138 -1.08571
H -2.72773 2.24912 -1.81831
H -2.85380 1.27178 -0.66904
O -2.23727 -3.71442 -2.99364
H -1.28876 -3.84234 -2.97963
H -2.42951 -3.44234 -3.89100
O -0.98862 5.51276 0.74861
H -1.11952 6.45961 0.79932
H -0.86872 5.23804 1.65767


Entry 3:
16
Properties=species:S:1:pos:R:3 method="wB97M-V/def2-TZVPD" total_energy_ha=-685.9461 smiles="CN[C@H](C=O)CS" total_charge=0 gap_ev=9.29
C 0.09223 -2.13538 -0.82427
N 0.72922 -0.83853 -0.58713
C -0.02907 0.07562 0.23237
C -1.41260 0.40759 -0.37638
O -1.44925 0.96108 -1.43725
C 0.67062 1.38543 0.58849
S -0.33061 2.39882 1.77022
H 0.31978 -2.88185 -0.05859
H -0.98864 -1.99738 -0.74305
H 0.38750 -2.44547 -1.82370
H 1.34985 -0.44788 -1.27416
H -0.22353 -0.45484 1.17785
H -2.33656 0.23212 0.19073
H 1.61979 1.16415 1.05761
H 0.81233 1.91131 -0.35621
H 0.78892 2.66522 2.46347